# 1
{
  "formula": "C34H33BrN5O3OsPSTe",
  "method": "ωB97M-V with the def2-TZVPD basis set",
  "elements": ["Os", "Te", "C", "C", "C", "C", "S", "H", "H", "H", "C", "N", "C", "N", "C", "N", "C", "N", "C", "C", "H", "H", "H", "H", "H", "H", "H", "H", "H", "H", "H", "H", "O", "P", "C", "C", "C", "C", "C", "C", "C", "C", "C", "C", "C", "C", "C", "C", "C", "C", "C", "C", "H", "H", "H", "H", "H", "H", "H", "H", "H", "H", "H", "H", "H", "H", "H", "Br", "C", "C", "N", "C", "C", "C", "C", "O", "O", "H", "H", "H"],
  "xyz": [[0.62, 0.74, 0.44], [0.41, 2.43, 2.20], [-1.33, 3.34, 1.67], [-2.47, 2.75, 1.16], [-3.49, 3.68, 0.92], [-3.12, 4.96, 1.24], [-1.53, 5.04, 1.85], [-2.57, 1.68, 1.00], [-4.47, 3.43, 0.53], [-3.71, 5.86, 1.16], [1.69, -1.96, 0.96], [2.12, -0.51, 1.15], [2.41, -0.34, 2.63], [3.40, -1.27, 3.09], [2.93, -2.63, 2.86], [2.70, -2.87, 1.43], [3.94, -2.65, 0.70], [4.43, -1.29, 0.91], [3.46, -0.35, 0.43], [4.65, -1.07, 2.34], [1.50, -2.12, -0.11], [0.77, -2.09, 1.52], [1.47, -0.51, 3.16], [2.75, 0.69, 2.78], [2.01, -2.80, 3.41], [3.69, -3.33, 3.21], [3.78, -2.81, -0.37], [4.69, -3.36, 1.05], [3.28, -0.49, -0.63], [3.80, 0.67, 0.61], [5.02, -0.06, 2.51], [5.39, -1.78, 2.70], [-0.96, -0.52, 0.69], [-2.02, -1.19, -0.20], [-2.72, 0.04, -1.30], [-1.92, 1.04, -1.85], [-2.45, 1.98, -2.71], [-3.80, 1.92, -3.04], [-4.61, 0.93, -2.50], [-4.07, -0.01, -1.64], [-3.28, -1.84, 0.87], [-4.10, -2.89, 0.47], [-5.09, -3.36, 1.32], [-5.26, -2.78, 2.57], [-4.45, -1.72, 2.97], [-3.46, -1.25, 2.13], [-1.29, -2.51, -1.16], [-0.90, -2.29, -2.48], [-0.26, -3.30, -3.18], [-0.02, -4.52, -2.57], [-0.41, -4.74, -1.26], [-1.04, -3.74, -0.55], [-0.85, 1.10, -1.62], [-1.82, 2.75, -3.13], [-4.22, 2.66, -3.72], [-5.66, 0.89, -2.76], [-4.72, -0.77, -1.22], [-3.97, -3.35, -0.50], [-5.72, -4.18, 1.02], [-6.02, -3.15, 3.24], [-4.59, -1.27, 3.94], [-2.82, -0.43, 2.44], [-1.12, -1.35, -2.97], [0.03, -3.14, -4.21], [0.47, -5.31, -3.13], [-0.22, -5.70, -0.79], [-1.34, -3.92, 0.48], [4.31, 7.53, -2.43], [4.13, 5.67, -2.24], [4.96, 4.82, -2.96], [4.88, 3.50, -2.89], [3.97, 2.97, -2.09], [3.11, 3.74, -1.31], [3.19, 5.13, -1.39], [2.16, 3.11, -0.37], [1.62, 3.76, 0.54], [1.97, 1.83, -0.53], [5.72, 5.22, -3.62], [3.92, 1.89, -2.06], [2.53, 5.76, -0.80]],
  "lowdin_charge": [1.05, 1.49, -0.93, -0.22, -0.15, -0.36, 1.02, 0.07, 0.12, 0.09, -0.17, -0.22, -0.21, -0.07, -0.13, -0.07, -0.13, -0.07, -0.15, -0.13, 0.13, 0.12, 0.12, 0.10, 0.14, 0.14, 0.14, 0.14, 0.13, 0.13, 0.14, 0.14, -0.53, 0.86, -0.30, -0.11, -0.05, -0.04, -0.04, -0.04, -0.30, -0.08, -0.04, -0.04, -0.05, -0.06, -0.29, -0.06, -0.05, -0.04, -0.05, -0.08, 0.08, 0.12, 0.12, 0.12, 0.11, 0.12, 0.12, 0.12, 0.12, 0.10, 0.11, 0.12, 0.12, 0.12, 0.12, 0.81, -0.66, -0.15, 0.10, -0.07, -0.12, -0.03, -0.55, -0.15, -0.24, 0.12, 0.12, 0.12],
  "charge": 2,
  "total_energy_ha": -5486.64339,
  "multiplicity": 1
}

=====

# 2
{
  "formula": "C34H33BrN6O2RhS3Si",
  "method": "ωB97M-V with the def2-TZVPD basis set",
  "elements": ["Rh", "C", "Si", "C", "C", "N", "C", "C", "C", "C", "C", "C", "O", "C", "C", "C", "C", "C", "C", "H", "H", "H", "H", "H", "H", "H", "H", "H", "H", "H", "H", "H", "H", "H", "H", "H", "H", "N", "C", "O", "C", "C", "C", "C", "N", "C", "H", "H", "H", "H", "H", "H", "S", "C", "S", "C", "N", "N", "C", "C", "C", "C", "C", "C", "S", "H", "H", "H", "H", "H", "Br", "C", "C", "C", "N", "C", "C", "H", "H", "H", "H"],
  "xyz": [[0.83, 0.67, -0.09], [-0.75, -0.15, -2.84], [-1.30, 1.58, -2.33], [-0.70, 2.93, -3.46], [-3.17, 1.58, -2.31], [-0.76, 1.70, -0.68], [-1.49, 2.25, 0.35], [-2.27, 3.40, 0.27], [-3.07, 3.79, 1.33], [-3.10, 3.04, 2.50], [-2.30, 1.90, 2.62], [-1.50, 1.55, 1.56], [-0.61, 0.45, 1.57], [-0.81, -0.55, 2.53], [-0.46, -0.31, 3.85], [-0.61, -1.33, 4.77], [-1.09, -2.57, 4.37], [-1.43, -2.79, 3.04], [-1.30, -1.77, 2.11], [-1.61, -0.83, -2.75], [0.04, -0.59, -2.20], [-0.38, -0.23, -3.86], [-1.15, 2.83, -4.45], [0.39, 2.93, -3.56], [-0.99, 3.91, -3.07], [-3.53, 1.44, -3.33], [-3.61, 2.50, -1.93], [-3.55, 0.75, -1.71], [-2.26, 3.98, -0.65], [-3.69, 4.67, 1.25], [-3.73, 3.34, 3.32], [-2.32, 1.32, 3.53], [-0.09, 0.67, 4.14], [-0.35, -1.16, 5.81], [-1.19, -3.37, 5.09], [-1.81, -3.75, 2.73], [-1.57, -1.91, 1.07], [4.67, -3.37, -1.71], [4.42, -3.75, -0.43], [4.74, -4.81, 0.03], [3.66, -2.76, 0.43], [3.71, -2.93, 1.80], [3.00, -2.07, 2.61], [2.25, -1.07, 2.01], [2.19, -0.89, 0.68], [2.88, -1.74, -0.08], [5.20, -4.01, -2.28], [4.58, -2.43, -2.03], [4.30, -3.74, 2.20], [3.00, -2.15, 3.68], [1.68, -0.38, 2.62], [2.78, -1.59, -1.15], [2.34, -2.04, -6.45], [2.33, -0.87, -5.32], [2.46, -1.19, -3.60], [2.23, 0.50, -3.23], [2.10, 1.22, -4.29], [2.20, 0.49, -5.43], [2.10, 1.21, -6.67], [1.19, 2.25, -6.76], [1.11, 2.97, -7.94], [1.93, 2.66, -9.02], [2.84, 1.62, -8.90], [2.94, 0.89, -7.73], [2.40, 1.26, -1.67], [0.57, 2.50, -5.92], [0.40, 3.79, -8.02], [1.86, 3.22, -9.94], [3.49, 1.38, -9.73], [3.66, 0.09, -7.64], [4.27, 5.82, 2.30], [3.26, 4.36, 1.72], [2.02, 4.54, 1.12], [1.32, 3.44, 0.68], [1.77, 2.19, 0.83], [2.99, 2.02, 1.39], [3.75, 3.07, 1.85], [1.61, 5.53, 0.98], [0.36, 3.57, 0.20], [3.37, 1.02, 1.45], [4.71, 2.87, 2.30]],
  "lowdin_charge": [0.94, -0.17, 0.40, -0.17, -0.16, -0.20, -0.35, -0.04, -0.07, -0.07, 0.00, -0.18, -0.12, -0.30, -0.05, -0.05, -0.06, -0.05, 0.01, 0.04, -0.02, 0.03, 0.03, 0.00, 0.03, 0.04, 0.03, 0.04, 0.11, 0.11, 0.11, 0.11, 0.13, 0.11, 0.11, 0.11, 0.13, 0.19, -0.49, 0.09, -0.09, 0.04, 0.00, -0.13, -0.05, -0.07, 0.13, 0.07, 0.14, 0.12, 0.09, 0.03, 0.66, -1.09, 0.97, -1.03, 0.04, -0.13, -0.21, -0.01, -0.07, -0.08, -0.06, -0.04, 0.70, 0.08, 0.11, 0.11, 0.11, 0.09, 0.85, -0.67, -0.06, -0.08, -0.11, -0.12, -0.07, 0.12, 0.10, 0.10, 0.12],
  "charge": 1,
  "total_energy_ha": -5962.91284,
  "multiplicity": 1
}

=====

# 3
{
  "formula": "C34H34As2Br2N5OSeTeTi",
  "method": "ωB97M-V with the def2-TZVPD basis set",
  "elements": ["Ti", "Se", "N", "C", "C", "C", "C", "C", "N", "C", "C", "N", "C", "C", "C", "C", "C", "N", "H", "H", "H", "H", "H", "H", "C", "C", "C", "C", "C", "C", "Br", "C", "C", "Br", "C", "O", "C", "N", "H", "H", "H", "H", "H", "H", "C", "As", "C", "C", "C", "C", "C", "C", "C", "As", "C", "C", "H", "H", "H", "H", "H", "H", "H", "H", "H", "H", "H", "H", "H", "H", "H", "H", "C", "Te", "C", "H", "H", "H", "H", "H", "H"],
  "xyz": [[0.29, 0.02, 0.08], [4.55, -5.11, -3.54], [4.81, -4.07, -2.14], [3.73, -3.35, -1.92], [3.59, -2.40, -0.85], [4.58, -2.16, 0.09], [4.32, -1.24, 1.11], [3.12, -0.57, 1.13], [2.15, -0.73, 0.21], [2.37, -1.68, -0.76], [1.31, -1.93, -1.67], [0.16, -1.22, -1.47], [-0.90, -1.49, -2.24], [-0.88, -2.43, -3.25], [0.29, -3.14, -3.51], [1.40, -2.90, -2.71], [2.65, -3.60, -2.84], [2.92, -4.50, -3.76], [5.52, -2.69, 0.03], [5.06, -1.07, 1.88], [2.91, 0.15, 1.92], [-1.81, -0.94, -2.01], [-1.77, -2.62, -3.83], [0.35, -3.86, -4.30], [2.14, 1.34, -2.71], [0.71, 1.76, -2.69], [0.16, 2.52, -3.74], [-1.17, 2.86, -3.74], [-1.99, 2.43, -2.68], [-3.39, 2.65, -2.56], [-4.32, 3.60, -3.93], [-4.10, 2.16, -1.49], [-3.45, 1.44, -0.48], [-4.42, 0.68, 0.96], [-2.09, 1.20, -0.54], [-1.42, 0.50, 0.35], [-1.35, 1.70, -1.65], [-0.03, 1.38, -1.66], [2.69, 1.88, -3.47], [2.22, 0.27, -2.92], [2.62, 1.52, -1.74], [0.80, 2.83, -4.55], [-1.59, 3.45, -4.54], [-5.16, 2.33, -1.43], [-1.14, 2.15, 3.05], [-0.05, 0.54, 2.77], [1.14, 0.71, 4.35], [-1.33, -0.77, 3.49], [-2.03, -0.51, 4.67], [-2.94, -1.43, 5.16], [-3.16, -2.61, 4.48], [-2.48, -2.87, 3.31], [-1.56, -1.96, 2.81], [-0.53, -2.29, 1.18], [-1.61, -3.67, 0.26], [0.85, -3.45, 1.98], [-1.14, 2.45, 4.10], [-2.17, 1.92, 2.74], [-0.79, 3.00, 2.45], [0.54, 0.84, 5.25], [1.80, 1.57, 4.24], [1.74, -0.20, 4.47], [-1.86, 0.42, 5.20], [-3.47, -1.22, 6.08], [-3.87, -3.34, 4.87], [-2.67, -3.80, 2.77], [-1.61, -4.60, 0.84], [-1.19, -3.88, -0.73], [-2.63, -3.31, 0.14], [0.37, -4.22, 2.59], [1.51, -2.86, 2.62], [1.44, -3.93, 1.20], [3.75, 2.90, 0.59], [1.60, 2.62, 0.77], [1.12, 4.29, -0.52], [4.00, 3.26, -0.40], [4.26, 1.96, 0.78], [4.07, 3.63, 1.32], [1.53, 5.20, -0.09], [0.04, 4.39, -0.59], [1.53, 4.14, -1.52]],
  "lowdin_charge": [0.46, 1.24, -0.23, -0.32, -0.07, 0.06, 0.00, -0.15, -0.05, -0.15, -0.16, -0.06, -0.09, 0.01, 0.06, -0.06, -0.32, -0.23, 0.13, 0.13, 0.09, 0.14, 0.13, 0.13, 0.00, -0.31, 0.02, 0.02, -0.17, -0.59, 0.84, -0.13, -0.56, 0.84, -0.40, -0.34, -0.17, 0.02, 0.10, 0.09, 0.04, 0.13, 0.10, 0.11, -0.27, 1.07, -0.26, -0.40, -0.09, -0.05, -0.05, -0.09, -0.40, 1.21, -0.23, -0.24, 0.04, 0.01, -0.01, 0.03, 0.03, 0.03, 0.10, 0.12, 0.12, 0.10, 0.04, 0.02, 0.05, 0.04, 0.03, 0.03, -0.34, 1.34, -0.34, 0.02, -0.01, 0.01, 0.02, 0.01, 0.01],
  "charge": 2,
  "total_energy_ha": -14803.14917,
  "multiplicity": 2
}

=====

# 4
{
  "formula": "C34H34BF2MgN8OS3",
  "method": "ωB97M-V with the def2-TZVPD basis set",
  "elements": ["Mg", "C", "C", "C", "C", "N", "N", "B", "N", "N", "C", "C", "C", "C", "C", "C", "C", "C", "C", "C", "N", "N", "C", "C", "C", "C", "C", "C", "C", "C", "C", "C", "C", "C", "C", "C", "C", "C", "H", "H", "H", "H", "H", "H", "H", "H", "H", "H", "H", "H", "H", "H", "H", "H", "H", "H", "H", "H", "H", "H", "H", "H", "H", "H", "H", "H", "O", "S", "N", "S", "C", "N", "C", "C", "S", "H", "H", "H", "H", "H", "F", "C", "F", "H"],
  "xyz": [[0.16, -0.09, -0.52], [-1.59, 4.16, 2.67], [-0.59, 3.53, 1.75], [0.62, 4.02, 1.34], [1.14, 3.05, 0.47], [0.30, 2.02, 0.37], [-0.77, 2.32, 1.16], [-2.03, 1.43, 1.25], [-2.66, 1.29, -0.14], [-1.82, 1.12, -1.18], [-2.53, 1.26, -2.29], [-3.88, 1.51, -1.95], [-3.91, 1.53, -0.58], [-5.07, 1.75, 0.34], [-1.90, 1.23, -3.61], [-2.63, 0.87, -4.74], [-2.02, 0.85, -5.99], [-0.68, 1.18, -6.12], [0.05, 1.54, -4.99], [-0.56, 1.57, -3.75], [-1.64, 0.04, 1.85], [-0.40, -0.46, 1.63], [-0.19, -1.40, 2.55], [-1.33, -1.55, 3.35], [-2.23, -0.61, 2.87], [-3.62, -0.34, 3.33], [1.12, -2.03, 2.74], [1.23, -3.22, 3.45], [2.47, -3.80, 3.69], [3.62, -3.19, 3.20], [3.52, -2.00, 2.50], [2.28, -1.42, 2.28], [2.43, 3.09, -0.24], [2.64, 2.42, -1.44], [3.87, 2.46, -2.08], [4.91, 3.20, -1.53], [4.71, 3.89, -0.34], [3.49, 3.83, 0.30], [-1.19, 5.11, 3.01], [-1.78, 3.53, 3.54], [-2.54, 4.33, 2.16], [1.06, 4.97, 1.60], [-2.81, 1.96, 2.00], [-4.70, 1.67, -2.63], [-5.94, 2.04, -0.24], [-4.86, 2.53, 1.07], [-5.32, 0.84, 0.89], [-3.66, 0.56, -4.63], [-2.59, 0.55, -6.86], [-0.20, 1.14, -7.09], [1.10, 1.79, -5.08], [0.00, 1.87, -2.87], [-1.48, -2.21, 4.18], [-3.78, -0.79, 4.31], [-4.35, -0.77, 2.64], [-3.83, 0.73, 3.39], [0.33, -3.71, 3.81], [2.53, -4.73, 4.23], [4.58, -3.65, 3.37], [4.41, -1.52, 2.11], [2.21, -0.48, 1.74], [1.84, 1.85, -1.88], [4.01, 1.90, -2.99], [5.87, 3.23, -2.03], [5.52, 4.46, 0.10], [3.35, 4.34, 1.25], [-2.76, -1.95, -3.18], [-1.97, -2.08, -1.95], [-0.67, -1.42, -1.85], [0.07, -3.92, -2.40], [0.39, -5.13, -1.38], [1.67, -5.40, -0.87], [1.65, -5.09, 0.56], [0.46, -5.87, 1.11], [-0.78, -5.81, -0.23], [2.36, -4.87, -1.38], [1.51, -4.02, 0.71], [2.59, -5.39, 1.03], [0.06, -5.41, 2.00], [0.72, -6.91, 1.32], [2.56, -0.53, -2.28], [2.26, -0.62, -0.89], [2.46, -2.01, -0.62], [3.14, -0.16, -0.42]],
  "lowdin_charge": [0.56, -0.03, -0.27, 0.02, -0.23, 0.08, 0.04, -0.49, 0.03, 0.07, -0.25, 0.03, -0.27, -0.02, -0.17, -0.04, -0.09, -0.10, -0.07, -0.02, 0.04, 0.08, -0.22, 0.03, -0.27, -0.02, -0.16, -0.06, -0.10, -0.10, -0.07, -0.03, -0.15, -0.04, -0.07, -0.10, -0.10, -0.04, 0.08, 0.08, 0.08, 0.10, 0.10, 0.11, 0.08, 0.07, 0.07, 0.11, 0.10, 0.09, 0.10, 0.09, 0.11, 0.08, 0.08, 0.06, 0.10, 0.10, 0.10, 0.11, 0.10, 0.08, 0.11, 0.09, 0.09, 0.10, -0.55, 0.56, -0.52, 0.72, -1.11, -0.11, -0.27, -0.45, 0.86, 0.10, 0.10, 0.11, 0.05, 0.07, -0.13, -0.35, -0.14, 0.06],
  "charge": -1,
  "total_energy_ha": -3448.77932,
  "multiplicity": 1
}